[1]
C13H19AuN4OSe | ωB97M-V with the def2-TZVPD basis set

Properties
Total energy in eV: -90835.049
Frontier orbital gap (alpha / beta) in eV: 6.08 / 6.09
Energy above the lowest of the compared OMol25 structures with the same formula, charge and spin in eV: 0.463
HOMO energy (alpha / beta) in eV: -7.10 / -7.11

```
39
Properties=species:S:1:pos:R:3:nbo_charge:R:1
C -3.7665 -2.4326 -1.1217 -0.161
H 4.1999 1.2156 -3.9404 0.203
H -4.4235 -2.7132 -1.9389 0.206
C -3.8122 -3.1342 0.0754 -0.233
C 2.1532 1.5555 -1.7405 0.657
C -2.0460 -0.9900 -0.2278 -0.174
H -1.9873 1.9232 2.3064 0.220
C 0.2003 0.4949 2.9859 -0.419
H 5.2993 1.8897 -2.7330 0.221
C -2.8960 -1.3537 -1.2737 -0.264
H 1.8069 2.7550 -3.3430 0.398
H 4.1840 -0.6197 -1.4922 0.225
N -0.9292 0.1208 2.1286 -0.465
H -4.5015 -3.9601 0.1984 0.213
Se -1.7429 2.2731 -1.5564 -0.711
N 3.4645 1.3241 -1.9491 -0.403
C 4.2604 1.8362 -3.0448 -0.410
Au -0.6257 0.4221 -0.3465 0.909
C -2.0926 -1.6947 0.9928 -0.108
H 3.9610 2.8507 -3.3011 0.211
C -1.1666 -1.3224 2.1349 -0.249
H -2.4137 0.6834 3.5231 0.173
H 0.3687 1.5688 2.9060 0.207
H 4.7055 0.6397 -0.3610 0.227
N 1.6155 0.9081 -0.6914 -0.708
H 1.0935 -0.0368 2.6668 0.230
O 2.5394 -0.7073 0.7129 -0.598
H -3.0273 -3.2940 2.0749 0.210
H -0.1976 -1.8106 2.0230 0.224
H -0.0084 0.2588 4.0428 0.169
H -2.9597 0.5330 1.8295 0.226
H -2.8833 -0.7980 -2.2027 0.236
C 3.8923 0.3084 -1.0026 -0.319
H 0.4066 2.4032 -2.3295 0.445
H -1.5990 -1.6503 3.0931 0.181
C -2.9809 -2.7575 1.1270 -0.204
C 2.6232 0.0874 -0.1974 0.663
C -2.1431 0.8590 2.4721 -0.427
N 1.4289 2.3642 -2.4999 -0.799
```

***

[2]
C13H19BNO9Tl | ωB97M-V with the def2-TZVPD basis set

Properties
Total energy in eV: -39055.116
Frontier orbital gap in eV: 0.84
Energy above the lowest of the compared OMol25 structures with the same formula, charge and spin in eV: 3.760
HOMO energy in eV: -13.20
Charge: +2

```
44
Properties=species:S:1:pos:R:3:nbo_charge:R:1
H 3.6592 -3.9533 2.4319 0.225
C -11.8146 2.3554 -7.7901 0.670
H 1.3936 -3.1763 3.1712 0.231
H 3.7031 -2.0421 1.0624 0.489
H 4.4310 1.0515 4.3563 0.232
O -10.2233 3.6655 -6.9724 -0.558
H 3.4654 1.8777 2.3437 0.228
H 1.2743 -1.5904 4.0021 0.220
Tl -1.1168 1.6061 -1.2503 0.999
H 4.0229 1.1746 0.8509 0.215
H 5.9722 -1.6776 4.5287 0.215
C 4.5142 -0.1036 2.5556 0.085
C -7.3272 2.3409 -7.8424 0.690
H 6.2778 -1.4399 2.1453 0.233
C 3.9103 -1.5457 4.9215 -0.417
O -12.8645 2.0638 -8.3597 -0.291
C -7.5499 1.9235 -6.4005 0.684
H 5.1314 -3.4370 3.1808 0.233
H 1.7112 -3.0933 4.8577 0.252
O -6.6426 1.6682 -5.5747 -0.397
H 6.4353 0.2204 1.5673 0.254
C 3.2937 -2.0778 3.6419 0.097
O -6.1897 2.4206 -8.3679 -0.369
C 1.8262 -2.5278 3.9330 -0.590
O -8.8916 1.7692 -6.2021 -0.591
C 5.7344 -0.6025 1.7073 -0.613
O 2.9463 -1.5387 1.3715 -0.499
H 5.6089 -0.6761 5.8187 0.248
O -8.5339 2.5872 -8.3095 -0.573
C 4.0486 -3.4302 3.3053 -0.638
N 3.3950 -1.0985 2.5780 0.110
C 5.2700 -0.8911 4.8053 -0.408
H 4.0046 -2.3257 5.6770 0.244
O -10.6775 1.5943 -7.7798 -0.571
C -11.4718 3.6761 -7.2677 0.675
B -9.5802 2.4005 -7.2948 1.144
H 3.2438 -0.7960 5.3478 0.217
H 5.4511 -0.8530 0.6850 0.213
C 4.2495 1.2543 1.9141 -0.618
O -12.3081 4.5786 -7.0169 -0.309
H 6.0914 0.6121 3.8237 0.255
H 3.9906 -4.2075 4.0673 0.262
H 5.0825 1.9568 1.8856 0.255
C 5.0533 0.2867 3.8918 -0.432
```

***

[3]
C13H19BrF3N2O4 | ωB97M-V with the def2-TZVPD basis set

Properties
Total energy in eV: -103145.030
Frontier orbital gap in eV: 7.51
Energy above the lowest of the compared OMol25 structures with the same formula, charge and spin in eV: 2.155
HOMO energy in eV: -12.36
Charge: +1

```
42
Properties=species:S:1:pos:R:3:nbo_charge:R:1
H -2.6901 -2.0215 2.2283 0.391
C 0.5708 0.0528 2.6695 0.291
O -2.2035 -2.1044 -0.8393 -0.488
C -1.8490 -3.8876 1.7720 0.686
H -1.1682 5.7997 -4.0344 0.223
H -2.8849 -3.2069 3.4096 0.409
H -1.7724 -0.4228 1.1416 0.248
C -0.9228 3.6567 -4.0905 -0.081
H -0.1833 0.7461 3.1637 0.279
H 3.4242 -0.9774 1.7508 0.262
O -0.3502 3.0143 -1.5617 -0.566
C 0.5598 3.3626 -2.2754 0.696
H -1.4301 2.7467 -3.7590 0.196
C 0.4689 -0.5460 1.1759 -0.291
H -0.8301 3.5956 -5.1768 0.208
C -0.3510 -4.0752 1.1763 -0.523
H -0.3127 -3.9548 0.0415 0.259
C -0.9204 -0.4279 0.3780 -0.518
C -1.1119 -1.4715 -0.8109 0.474
C 2.4621 -1.3952 2.2110 -0.245
H 1.1783 0.1675 0.6037 0.271
H -2.6897 4.8928 -4.1811 0.232
C -1.7024 4.9013 -3.7156 -0.639
F 2.1973 3.3863 -0.5281 -0.315
N -2.2347 -2.8110 2.7047 -0.943
Br 0.1704 -1.8294 -2.2670 0.051
H -1.8315 4.9752 -2.6331 0.219
O -2.7344 -4.7335 1.4545 -0.516
N 1.7128 -0.4542 3.1370 -0.435
C 2.0289 3.4227 -1.8655 0.898
H 1.9215 -2.1479 0.2551 0.274
C 1.2963 -1.9190 1.1864 -0.216
F 2.6389 4.5434 -2.2956 -0.296
F 2.7322 2.3861 -2.3694 -0.309
C 0.7391 -3.1971 1.9796 -0.441
H 1.5919 -3.9305 2.2531 0.236
H -0.1043 -5.1871 1.3797 0.268
H 0.3200 -2.8457 2.9963 0.236
H -0.9315 0.6242 -0.1064 0.284
O 0.4147 3.7166 -3.5653 -0.464
H 2.0233 -0.1877 4.0946 0.452
H 2.7578 -2.2563 2.9124 0.243
```

***

[4]
C13H19Cl3O9 | ωB97M-V with the def2-TZVPD basis set

Properties
Total energy in eV: -69782.530
Frontier orbital gap in eV: 10.68
Energy above the lowest of the compared OMol25 structures with the same formula, charge and spin in eV: 1.920
HOMO energy in eV: -10.73
SMILES: C[C@H]1COC(=O)O1.C[C@H]1COC(=O)O1.C[C@H]1COC(=O)O1.ClC(Cl)Cl

```
44
Properties=species:S:1:pos:R:3:nbo_charge:R:1
O -27.3300 34.0386 9.7612 -0.595
O -35.9860 27.7452 7.0907 -0.582
C -20.2556 24.3182 6.6316 -0.100
H -31.4767 28.8460 5.4804 0.230
H -28.3280 24.1045 6.4349 0.225
C -23.8404 31.8398 7.9909 -0.639
O -21.0400 25.0710 9.8751 -0.585
C -35.1018 28.5927 7.1562 0.967
C -26.5972 33.7796 8.8057 0.962
H -24.3612 33.9205 7.3086 0.183
O -33.8247 28.3887 6.7876 -0.482
H -26.2733 31.6160 6.9920 0.192
C -33.0415 29.4411 7.1180 0.074
C -26.1095 32.6911 6.9185 -0.100
C -20.5567 25.8017 6.5146 0.062
C -24.7957 32.9942 7.6845 0.067
H -32.7176 29.9808 5.0034 0.213
C -32.0971 29.6659 5.8424 -0.622
H -33.8401 30.9277 8.4554 0.198
O -35.2540 29.8740 7.5355 -0.479
H -34.0408 31.3487 6.7102 0.191
H -23.4889 31.3328 7.0922 0.217
Cl -27.3502 23.8253 8.4852 0.038
H -19.3019 26.2458 4.8257 0.213
H -18.6048 26.8825 6.3958 0.233
H -19.8688 27.7070 5.6116 0.224
H -22.8859 32.1729 8.3985 0.234
H -21.5894 26.0524 6.2722 0.186
O -20.4935 26.1747 7.8622 -0.506
H -25.9744 33.0199 5.8881 0.205
H -32.5229 29.2062 8.0476 0.178
H -20.8280 23.6841 5.9544 0.206
C -34.0157 30.5476 7.4490 -0.096
C -19.4973 26.6993 5.7975 -0.627
Cl -26.1830 24.2253 5.7796 0.007
Cl -27.8694 26.3694 6.8957 0.013
C -27.4929 24.6202 6.9090 -0.283
O -27.0743 33.4687 7.6658 -0.469
C -20.7820 25.0445 8.6506 0.965
O -20.5832 23.9675 7.9456 -0.463
H -19.1790 24.1650 6.5575 0.190
H -31.4077 30.4807 6.0633 0.209
O -25.2920 33.4444 8.9037 -0.490
H -24.2385 31.1028 8.6883 0.234
```

***

[5]
C13H19ClN2O2STi | ωB97M-V with the def2-TZVPD basis set

Properties
Total energy in eV: -67316.292
Frontier orbital gap (alpha / beta) in eV: 3.91 / 3.95
Energy above the lowest of the compared OMol25 structures with the same formula, charge and spin in eV: 6.274
HOMO energy (alpha / beta) in eV: -14.67 / -14.69
Charge: +2

```
39
Properties=species:S:1:pos:R:3:nbo_charge:R:1
C 1.1420 0.3581 -3.1620 -0.684
H 2.1224 0.2581 -2.7260 0.254
C -1.1132 -1.9086 -1.1819 -0.410
H 2.8907 -0.5029 2.5603 0.206
H 1.2443 0.0087 -4.1965 0.296
C -1.8573 -0.6622 -1.2456 -0.240
C -1.1064 0.3494 -1.9114 -0.230
O -1.7512 1.4704 1.7393 -0.336
N 1.2916 -0.9936 3.8613 -0.393
H -2.9316 -2.1644 3.3815 0.249
C -1.0493 0.8184 1.0680 0.572
H -1.3651 -0.8403 5.5582 0.248
S 0.6133 -2.4145 1.5895 -0.054
H 0.8392 0.2645 5.5543 0.231
N -1.0270 -1.3434 3.5048 -0.393
H 0.9770 1.4283 -3.2193 0.272
H 2.7750 -2.2240 2.9875 0.224
H -2.8932 -0.5359 -0.8548 0.304
Cl 1.1758 3.6812 -0.0563 -0.377
H 0.5582 -1.5003 5.8235 0.222
H -1.0625 0.5843 4.4645 0.233
H 0.9094 -2.4382 -2.1950 0.327
C 2.0689 0.4415 -0.1519 0.565
H -1.4696 -2.8737 -0.8407 0.323
C 0.0943 -0.2957 -2.3752 0.047
H -1.7483 -2.9702 2.3681 0.240
H 2.2111 -0.8516 5.7397 0.248
H -1.4250 1.3340 -2.2630 0.322
C 2.6460 -1.1944 3.3944 -0.409
C -2.0938 -1.9822 2.7533 -0.406
C 1.1883 -0.7579 5.3203 -0.424
C -1.5343 -0.4158 4.5471 -0.426
H -2.6040 -0.3022 4.4115 0.244
O 3.2120 0.5284 -0.1271 -0.330
C 0.2106 -1.4905 3.0931 0.426
H -2.4209 -1.4021 1.8898 0.186
C 0.1509 -1.7222 -1.9105 -0.386
Ti 0.0217 -0.7171 -0.2257 1.016
H 3.3434 -1.0575 4.1835 0.245
```

***

[6]
C13H19N | ωB97M-V with the def2-TZVPD basis set

Properties
Total energy in eV: -15276.022
Frontier orbital gap in eV: 10.20
Energy above the lowest of the compared OMol25 structures with the same formula, charge and spin in eV: 3.790
HOMO energy in eV: -9.36
SMILES: c1cncc(C2CCCCCCC2)c1

```
33
Properties=species:S:1:pos:R:3:nbo_charge:R:1
C 0.5709 2.1313 -2.1656 -0.401
H 1.6120 -0.9344 -1.0853 0.199
H 3.2828 1.9133 -0.1874 0.216
C -1.5424 -0.2760 1.8875 0.040
C 1.0318 -0.8566 -0.1682 -0.392
H -1.2238 1.0490 -0.6886 0.198
C 1.6039 0.3733 0.5675 -0.414
C 1.1411 2.4798 -0.8142 -0.414
H -1.1987 0.7183 1.7860 0.184
H 2.5442 0.7515 -1.3133 0.184
C -1.8744 -2.7897 2.5779 -0.256
C -2.3599 -1.8625 3.3487 0.006
H 0.7118 1.0194 1.0236 0.191
C 0.1436 0.7088 -2.3491 -0.407
H -2.8218 -2.0702 4.2607 0.198
H -0.3979 2.7651 -2.4233 0.202
H 0.5448 2.6193 0.1176 0.201
H 1.2882 -1.6289 0.3652 0.200
H -0.1613 0.6457 -3.5428 0.207
H 1.0742 0.0947 -2.2868 0.204
C -1.4217 -2.5500 1.2764 -0.144
C -0.5048 -0.9366 -0.3243 -0.203
H 1.4041 2.2815 -2.8296 0.208
C 2.2774 1.3748 -0.4081 -0.405
H -1.0477 -3.2586 0.5227 0.215
H 1.7894 3.3201 -0.9454 0.211
H 2.3956 0.0397 1.3359 0.221
H -1.9751 -3.8034 2.8458 0.210
C -1.1427 -1.2173 0.9502 -0.081
N -2.2928 -0.5666 2.9430 -0.396
H -0.5684 -1.9093 -0.9544 0.205
H -1.9158 0.0871 -1.9687 0.223
C -0.9664 0.2874 -1.3538 -0.410
```

***

no.,largest force on an atom (Eh/bohr),molar mass (g mol⁻¹)
1,0.018,523.25
2,0.141,548.49
3,0.113,404.20
4,0.112,425.64
5,0.219,350.69
6,0.109,189.30